DFT (ωB97M-V with the def2-TZVPD basis set) results for 10 unconnected molecules or ions with the total composition C31H62O28 at a distorted geometry.

Structure (XYZ):
```
121
Properties=species:S:1:pos:R:3:forces:R:3:lowdin_charge:R:1
C -7.6756 -2.1463 4.7357 -0.5 0.7 2.1 -0.03
O -8.5316 -3.2972 4.6237 0.1 -0.2 -1.9 0.00
C -9.0781 -3.9264 5.6618 0.9 0.3 1.0 -0.59
O -8.7508 -3.7465 6.8122 -0.5 -0.2 -0.3 0.12
O -9.9886 -4.8013 5.2147 0.9 1.7 -1.6 -0.01
C -10.6217 -5.6915 6.0702 -0.5 -0.7 0.2 -0.06
H -6.8705 -2.2655 5.4608 0.0 -0.6 -0.1 0.09
H -8.2949 -1.3633 5.1732 0.0 0.2 -0.1 0.09
H -7.2362 -1.7243 3.8319 -0.6 -1.0 -0.5 0.09
H -11.4686 -6.0700 5.4979 -0.1 0.1 0.1 0.09
H -10.9911 -5.1899 6.9647 0.3 -0.3 0.2 0.10
H -9.9518 -6.5391 6.2143 -0.1 0.0 0.7 0.10
C 8.6578 -6.7168 4.6180 1.3 -0.6 -1.3 -0.05
O 7.3139 -6.4382 4.8656 -0.3 0.2 2.0 0.03
C 6.5402 -5.8742 3.9893 -1.4 1.0 -2.2 -0.58
O 6.7388 -5.7040 2.7979 0.2 -0.2 1.4 0.12
O 5.3844 -5.4973 4.6050 2.3 -1.3 1.4 0.00
C 4.4405 -4.8739 3.8528 -1.9 1.7 -1.6 -0.11
H 8.7089 -7.3549 3.7358 0.2 -0.2 0.1 0.10
H 9.1246 -7.1986 5.4772 -0.6 -0.1 0.0 0.10
H 9.3014 -5.8645 4.4000 -0.5 0.5 0.0 0.10
H 3.9030 -5.5387 3.1766 0.2 -0.2 -0.1 0.10
H 4.8188 -4.0335 3.2709 0.4 -0.2 -0.2 0.10
H 3.6943 -4.3878 4.4813 0.1 -0.5 0.5 0.10
C -0.3013 1.4470 9.6442 -0.1 1.7 -0.2 -0.01
O -1.6650 1.3354 10.0804 0.3 -1.1 0.3 -0.03
C -2.6437 1.7709 9.3129 -0.7 1.4 -2.5 -0.57
O -2.4970 2.4107 8.2593 -0.6 -1.7 2.7 0.08
O -3.8799 1.4692 9.7989 0.4 -0.6 0.1 0.00
C -4.0491 0.6690 11.0218 0.9 0.4 0.1 -0.02
H 0.0955 2.1794 10.3473 0.6 -0.5 0.1 0.10
H -0.2410 1.9588 8.6837 -0.3 -0.3 -0.2 0.09
H 0.2456 0.5057 9.5896 -0.5 0.0 0.4 0.10
H -4.2879 1.3745 11.8176 0.1 -0.1 0.0 0.09
H -3.1388 0.1163 11.2541 0.1 0.4 0.0 0.08
H -4.8201 -0.1009 10.9923 -0.3 0.5 -0.9 0.09
C 6.4213 3.4700 5.0385 0.0 -1.1 0.2 -0.06
O 6.0189 4.8212 5.2718 0.1 -0.6 -0.6 0.00
C 5.5753 5.5157 4.2019 -0.4 -1.8 -3.1 -0.59
O 5.3887 5.1153 3.0288 0.8 0.7 3.4 0.08
O 5.3538 6.7183 4.6320 -0.3 2.5 0.0 0.02
C 5.0182 7.7856 3.6976 -0.5 0.0 -0.3 -0.01
H 7.2648 3.3624 4.3566 -0.3 0.4 -0.3 0.10
H 5.6017 2.8051 4.7659 -0.2 0.5 -0.7 0.09
H 6.7471 2.9797 5.9559 0.1 0.9 0.5 0.09
H 5.0287 8.7455 4.2139 0.3 -0.4 0.5 0.09
H 4.0038 7.6986 3.3083 0.0 -0.5 0.1 0.09
H 5.6698 7.8720 2.8280 0.3 -0.5 0.3 0.10
C 7.2843 -1.8103 -1.9255 0.5 -0.4 1.3 -0.07
O 6.4986 -1.6656 -3.0821 -0.4 0.1 -1.5 0.01
C 6.4017 -2.6027 -4.0580 -0.6 0.6 -2.2 -0.57
O 5.8377 -2.4144 -5.1343 0.7 0.1 2.4 0.10
O 7.0408 -3.7187 -3.7707 0.7 -1.4 1.2 -0.02
C 6.8995 -4.9099 -4.5793 -0.5 0.4 -0.8 -0.01
H 6.6341 -2.0691 -1.0898 0.0 -0.7 -0.1 0.10
H 7.7250 -0.8841 -1.5565 -0.2 0.6 -0.9 0.09
H 8.1344 -2.4827 -2.0407 -0.4 -0.3 -0.1 0.10
H 5.8655 -5.0336 -4.9012 0.0 0.2 0.1 0.10
H 7.1928 -5.8137 -4.0453 0.1 0.6 0.5 0.09
H 7.5022 -4.8429 -5.4850 0.1 0.2 0.1 0.09
C -6.6665 6.3215 3.1768 0.4 -0.9 1.0 -0.06
O -6.3333 5.7392 1.9136 1.0 1.6 -1.5 -0.02
C -5.5155 6.4825 1.0683 -0.1 2.7 2.6 -0.55
O -5.0762 7.6237 1.3227 -1.3 -3.2 -0.7 0.08
O -5.3051 5.7835 -0.0093 -0.9 -1.1 -0.8 0.01
C -4.9052 6.4867 -1.1750 0.9 0.7 -0.2 -0.03
H -7.2344 7.2490 3.2501 0.0 0.0 -1.0 0.09
H -5.7688 6.4568 3.7802 0.1 0.0 -0.1 0.09
H -7.2466 5.5234 3.6400 -0.1 0.2 0.1 0.09
H -5.0915 5.9582 -2.1100 -0.2 -0.7 0.6 0.09
H -3.8304 6.6221 -1.0543 -0.1 0.5 -0.4 0.10
H -5.4506 7.4244 -1.2818 0.3 0.1 0.4 0.10
C -4.6472 5.0838 -9.1796 -0.9 0.4 1.7 -0.06
O -3.4437 4.6480 -9.7236 1.1 -0.1 -1.5 0.01
C -2.6822 3.7547 -9.1177 1.1 -1.2 0.2 -0.58
O -2.9250 3.1445 -8.1088 -0.3 0.4 0.0 0.12
O -1.5390 3.5770 -9.8441 -0.5 1.1 0.3 -0.02
C -0.5801 2.6090 -9.3921 -0.4 -0.6 0.0 -0.04
H -5.3215 5.4732 -9.9424 0.4 -0.2 -0.2 0.10
H -4.4319 5.8825 -8.4698 0.0 0.2 -0.1 0.10
H -5.1543 4.3254 -8.5832 0.1 -0.3 -0.3 0.10
H -0.8790 1.6891 -9.8946 0.3 -0.3 0.4 0.10
H -0.5427 2.4838 -8.3100 -0.5 0.1 -0.1 0.09
H 0.4361 2.8569 -9.6987 -0.3 0.5 -0.4 0.09
C -4.4566 -11.1951 -6.8358 0.1 0.0 -1.2 -0.02
O -5.5106 -10.7614 -5.9623 -0.1 -0.6 -0.6 0.03
C -5.2223 -10.0196 -4.9363 2.2 2.6 3.2 -0.56
O -4.0918 -9.7309 -4.5046 -2.6 -0.8 -1.1 0.08
O -6.3836 -9.5432 -4.3808 -0.2 -1.1 -1.5 -0.02
C -6.4729 -8.6806 -3.2635 0.6 0.4 0.6 -0.06
H -4.5483 -10.6335 -7.7655 -0.3 0.2 0.0 0.09
H -4.6469 -12.2335 -7.1071 0.0 0.0 0.4 0.09
H -3.4161 -11.0474 -6.5465 -0.4 0.0 0.9 0.10
H -6.5305 -9.2407 -2.3302 0.5 -0.2 0.0 0.09
H -7.4009 -8.1088 -3.2543 -0.2 -0.3 -0.8 0.09
H -5.6668 -7.9470 -3.2570 0.2 -0.3 0.1 0.09
C 4.6321 5.6551 -5.7911 0.3 1.6 -0.6 -0.03
O 5.7557 5.1560 -6.5053 1.9 -0.7 -0.6 -0.06
C 6.8236 5.9338 -6.8442 1.0 1.1 0.4 -0.44
O 7.0327 7.1117 -6.4879 -0.8 -4.3 -1.4 0.09
O 7.7648 5.1927 -7.6315 -0.5 3.3 1.2 -0.05
C 7.4904 3.9114 -8.1339 -1.6 -0.9 1.2 -0.08
H 3.9391 4.8536 -5.5355 0.4 -0.1 -0.3 0.10
H 4.2373 6.3684 -6.5146 -0.9 0.1 0.5 0.10
H 4.9240 6.2095 -4.8991 0.1 -0.1 0.0 0.10
H 8.3034 3.3366 -8.5775 0.6 1.0 0.1 0.09
H 6.6875 3.9733 -8.8685 -0.2 -0.3 0.1 0.09
H 7.2098 3.3856 -7.2213 -0.5 -0.9 -0.5 0.09
C 0.4166 1.3004 -0.4123 1.0 1.8 1.0 -0.22
C -0.5254 0.7098 -1.3865 0.2 -0.5 -1.2 -0.19
C -0.7591 -0.6351 -0.7449 -0.4 0.0 -0.3 -0.24
O -0.6091 -0.4426 0.6451 0.0 1.3 1.8 -0.14
C -0.2237 0.9750 0.9250 1.0 -1.3 -1.7 -0.14
H 0.6786 2.3559 -0.4856 -0.6 0.3 -0.3 0.11
H 1.4163 0.8716 -0.4815 -0.1 -0.7 0.0 0.12
H -0.0201 0.5838 -2.3440 -0.4 0.1 -0.3 0.12
H -1.4905 1.2063 -1.4870 0.3 0.5 -0.1 0.12
H -0.0367 -1.3567 -1.1263 0.1 -0.2 0.2 0.12
H -1.7686 -0.9866 -0.9582 0.0 -0.3 0.1 0.12
H 0.5522 1.0663 1.6851 -0.5 -0.6 0.4 0.12
H -1.0415 1.6729 1.1045 -0.4 -0.5 0.3 0.12
```
Forces are in eV/Å.

## Properties
SMILES: COC(=O)OC.COC(=O)OC.COC(=O)OC.COC(=O)OC.COC(=O)OC.COC(=O)OC.COC(=O)OC.COC(=O)OC.COC(=O)OC.C1CCOC1
Energy above the lowest of the compared OMol25 structures with the same formula, charge and spin, eV: 4.959
2S+1: 1

DFT (ωB97M-V with the def2-TZVPD basis set) results for 14 unconnected molecules or ions with the total composition C31H63Br26FN at a distorted geometry.

Structure (XYZ):
```
122
Properties=species:S:1:pos:R:3:forces:R:3:lowdin_charge:R:1
C -0.8938 -4.5802 4.3823 0.9 -0.2 0.3 -0.11
C -0.0902 -3.3250 4.2929 -0.9 0.6 -0.1 -0.26
C -0.6322 -2.2631 3.3576 0.4 -0.8 -0.1 -0.20
C -1.1202 -2.7512 2.0142 -0.4 1.2 -1.0 -0.52
C 0.0210 -2.7159 1.0159 0.4 -0.6 1.1 -0.13
N -2.1515 -1.8660 1.5600 -1.4 0.6 -0.3 -0.04
F -3.2371 -2.8494 1.0047 0.0 0.0 -0.2 -0.36
H -1.8074 -4.4172 4.8828 -1.4 0.3 0.3 0.06
H -1.0407 -5.0660 3.4536 -0.3 -0.4 -1.0 0.05
H -0.3590 -5.2631 5.0012 0.5 -0.8 0.6 0.06
H -0.1018 -2.8993 5.2685 0.2 0.5 1.1 0.09
H 0.9313 -3.5167 4.0959 1.2 -0.5 -0.5 0.09
H -1.3923 -1.6813 3.8148 -0.9 0.4 0.5 0.08
H 0.1782 -1.6031 3.1586 0.7 1.0 -0.1 0.08
H -1.5602 -3.7237 2.0252 -0.2 -0.9 0.4 0.10
H 0.0858 -1.7475 0.5895 0.0 1.0 -0.3 0.05
H 0.9414 -2.9466 1.5231 0.9 -0.2 0.1 0.01
H -0.1216 -3.4302 0.2553 -0.2 -0.8 -1.2 0.01
Br -4.2208 4.0777 2.2264 -1.9 -1.6 -0.6 0.81
C -3.4611 2.8662 0.8863 -0.2 -0.1 0.0 -0.61
C -3.0788 1.5407 1.4738 0.2 -0.1 -0.1 -0.70
Br -1.4246 1.6432 2.4658 0.0 0.1 0.2 0.63
H -2.6213 3.3858 0.4417 0.1 0.1 0.0 0.06
H -4.2446 2.7396 0.1446 -0.1 0.0 0.0 0.04
H -2.8711 0.8407 0.6673 -0.1 -0.2 0.1 -0.02
H -3.8292 1.1415 2.1436 -0.1 -0.1 0.0 0.06
Br -2.0561 0.3904 -2.0018 0.1 0.2 -0.1 0.63
C -3.1986 -1.1481 -2.2787 0.2 -0.1 0.1 -0.68
C -4.5839 -0.7368 -2.6875 -0.2 -0.1 0.2 -0.69
Br -5.6084 -0.0584 -1.1719 0.0 0.1 -0.1 0.61
H -3.1697 -1.7166 -1.3516 0.0 0.0 0.2 0.04
H -2.7239 -1.7237 -3.0698 0.0 0.0 -0.1 0.06
H -5.1440 -1.5955 -3.0498 0.0 0.0 0.0 0.05
H -4.5918 0.0434 -3.4394 0.1 0.1 0.0 0.04
Br 1.6535 3.5868 1.7796 0.1 0.0 0.0 0.57
C 1.7198 4.1170 3.6499 0.3 0.1 -0.3 -0.73
C 2.5485 3.1594 4.4579 -0.2 -0.1 0.2 -0.69
Br 1.5487 1.5276 4.7892 0.1 -0.1 0.0 0.61
H 0.6996 4.1759 3.9998 -0.2 0.0 0.1 -0.03
H 2.1580 5.1117 3.6502 0.0 0.1 0.0 0.04
H 2.7726 3.5698 5.4394 0.0 0.1 0.0 0.04
H 3.4714 2.8820 3.9643 0.1 0.0 -0.1 0.05
Br 2.0789 -5.3998 0.1820 -0.2 -0.2 -0.1 0.68
C 1.2334 -7.1148 -0.2029 0.4 0.1 -0.1 -0.68
C 0.2957 -7.0818 -1.3842 -0.3 -0.1 0.1 -0.70
Br -1.4582 -6.3527 -0.9550 0.2 0.2 0.1 0.62
H 0.7422 -7.4423 0.7046 -0.1 0.0 0.1 0.05
H 2.0714 -7.7735 -0.4162 -0.1 -0.1 0.0 0.05
H 0.0813 -8.0967 -1.7087 0.1 -0.1 0.0 0.05
H 0.6919 -6.5155 -2.2178 0.1 0.1 0.0 0.05
Br 1.2946 6.5293 -0.8850 0.1 0.0 0.0 0.59
C 2.5615 5.5372 -1.9779 -0.1 0.4 -0.1 -0.70
C 1.8303 4.5692 -2.8653 0.2 -0.3 0.1 -0.70
Br 1.2348 3.0485 -1.8191 -0.2 -0.2 -0.1 0.62
H 3.2539 5.0493 -1.3034 0.0 -0.1 0.1 0.05
H 3.0946 6.2850 -2.5617 0.0 0.0 0.0 0.00
H 2.4828 4.1650 -3.6366 0.1 0.0 0.0 0.04
H 0.9553 5.0081 -3.3286 -0.1 0.1 0.0 0.05
Br 7.2352 -1.9341 -0.9064 0.0 0.0 0.0 0.58
C 5.9608 -3.4044 -1.0103 0.1 0.0 -0.3 -0.69
C 4.6189 -2.9417 -1.5050 -0.2 0.0 0.3 -0.73
Br 3.6267 -2.0141 -0.1189 0.0 0.0 -0.1 0.64
H 5.9148 -3.8499 -0.0251 -0.1 0.0 0.1 0.05
H 6.4001 -4.1124 -1.7077 0.0 0.0 -0.1 0.05
H 4.0015 -3.7956 -1.7744 0.0 -0.1 0.0 0.03
H 4.6899 -2.2681 -2.3504 0.1 0.0 -0.1 0.00
Br 5.1171 0.4016 -4.5719 0.1 -0.1 0.1 0.60
C 6.2384 -0.7979 -5.6202 -0.1 0.3 0.0 -0.68
C 5.4204 -1.7403 -6.4590 0.2 -0.3 0.1 -0.70
Br 4.6594 -3.1766 -5.3911 -0.1 0.0 0.0 0.63
H 6.8848 -1.3126 -4.9201 0.0 -0.1 0.1 0.05
H 6.8370 -0.1486 -6.2532 0.0 0.0 -0.1 0.05
H 6.0447 -2.2351 -7.1979 0.1 0.0 0.0 0.06
H 4.5983 -1.2499 -6.9557 -0.1 0.1 -0.1 -0.03
Br -8.6567 -6.1772 0.3298 0.0 -0.1 0.1 0.62
C -7.6733 -5.9619 2.0022 -0.1 0.2 -0.1 -0.68
C -6.2514 -5.5355 1.7688 0.1 -0.3 0.1 -0.66
Br -5.1729 -7.0336 1.1467 0.0 0.0 -0.1 0.62
H -7.7519 -6.9072 2.5248 0.0 -0.1 0.0 -0.02
H -8.2100 -5.1958 2.5540 0.0 0.1 0.0 0.06
H -5.7909 -5.2110 2.6952 0.0 0.0 0.1 0.07
H -6.1478 -4.7528 1.0362 0.0 0.2 -0.2 0.05
Br 6.0766 7.1063 -4.2452 -0.1 0.0 0.1 0.62
C 4.4452 7.2707 -5.2917 0.4 0.3 0.0 -0.77
C 3.9339 8.6834 -5.3135 -0.3 0.0 0.2 -0.68
Br 3.0650 9.1330 -3.6337 0.0 0.1 0.0 0.64
H 3.7319 6.5752 -4.8686 -0.1 0.0 0.0 0.01
H 4.7141 6.9496 -6.2872 0.0 0.0 -0.2 -0.01
H 3.1649 8.7904 -6.0734 0.0 0.0 -0.1 0.06
H 4.7103 9.4187 -5.4809 0.1 0.0 0.0 0.05
Br -1.5874 4.9268 5.6245 0.0 0.0 0.1 0.62
C -2.6521 5.7944 4.2469 0.0 0.0 0.2 -0.72
C -2.0877 5.5730 2.8711 0.7 0.8 0.0 -0.84
Br -0.5282 6.6978 2.5350 0.2 0.2 0.1 0.61
H -2.7086 6.8427 4.5121 0.1 0.1 0.0 0.05
H -3.6375 5.3449 4.3275 0.1 0.1 0.1 -0.01
H -2.8134 5.8624 2.1182 0.6 0.4 0.2 -0.02
H -1.7810 4.5476 2.6949 0.2 0.1 0.1 -0.03
Br 3.7200 4.5200 -7.0532 0.0 -0.2 -0.1 0.71
C 4.8411 3.3636 -8.1432 -0.1 0.2 -0.1 -0.67
C 4.0079 2.4548 -9.0045 0.1 -0.3 0.1 -0.69
Br 3.2470 1.0016 -7.9639 -0.1 0.1 -0.1 0.66
H 5.4901 2.8259 -7.4630 0.0 -0.1 0.1 0.05
H 5.4361 4.0323 -8.7584 0.0 0.0 -0.1 0.06
H 4.6216 1.9795 -9.7642 0.1 0.0 0.0 0.06
H 3.1819 2.9679 -9.4796 -0.1 0.1 0.0 0.05
Br -9.2817 -10.9522 -0.3567 0.0 0.1 0.0 0.59
C -7.6465 -9.9847 0.0791 -0.1 -0.2 -0.1 -0.71
C -7.0590 -10.4486 1.3816 0.1 0.2 0.1 -0.70
Br -8.0397 -9.7346 2.8985 -0.1 -0.1 0.1 0.63
H -7.8952 -8.9297 0.0837 0.0 0.0 0.0 -0.02
H -6.9643 -10.1924 -0.7394 0.1 0.0 0.0 0.06
H -6.0476 -10.0678 1.4922 0.0 0.1 0.0 0.03
H -7.0550 -11.5260 1.4873 -0.1 -0.1 0.0 0.05
Br 1.9354 6.8787 6.6117 0.0 0.0 -0.1 0.62
C 1.5681 7.9075 8.2165 0.1 -0.3 -0.1 -0.70
C 0.1179 7.8120 8.6043 -0.1 0.3 0.0 -0.70
Br -1.0030 8.9204 7.4645 0.0 -0.1 0.0 0.60
H 1.8851 8.9236 8.0210 0.0 0.1 0.0 0.05
H 2.1979 7.4743 8.9881 0.0 0.0 0.1 0.05
H -0.0326 8.1915 9.6108 0.0 0.0 0.1 0.05
H -0.2678 6.8024 8.5365 0.0 -0.1 -0.1 0.04
```
Forces are in eV/Å.

## Properties
Charge: -1
2S+1: 1

Number 1: LUMO 0.4 eV. Number 2: LUMO 1.2 eV.